Entry from OMol25: a structure of composition C17H8Cl2GaN2O5S at a distorted geometry (the ωB97M-V functional and the def2-TZVPD basis).

The geometry in XYZ format:
```
36
Properties=species:S:1:pos:R:3:mulliken_charge:R:1
Ga -0.01 0.20 -0.06 0.805
O -0.99 -0.20 -1.79 -0.619
C -0.97 -1.46 -1.87 -0.236
C 0.89 -2.20 0.01 0.911
C -0.16 -3.12 -0.37 0.108
C 1.83 -4.99 2.62 -0.677
C 1.92 -3.73 2.80 -0.139
C 1.59 -2.34 2.54 -0.190
C 1.20 -1.73 1.41 0.073
O 0.97 -0.40 1.44 -0.614
N 0.56 -7.40 -1.42 0.814
O 1.01 -8.41 -0.94 -0.497
O 0.47 -7.12 -2.59 -0.500
H -0.61 -1.92 -2.79 0.445
H 0.20 -6.69 -0.75 0.189
H 2.62 -4.00 3.65 0.293
H 1.73 -1.66 3.37 0.389
Cl -0.42 -4.53 0.58 -0.101
C -2.21 -5.71 0.82 -0.689
C -3.31 -4.97 0.57 -0.322
C -3.82 -3.67 0.49 0.021
Cl -5.51 -3.56 0.12 -0.199
C -3.24 -2.39 0.91 0.885
C -3.90 -1.70 1.93 -0.398
C -3.49 -0.45 2.34 -1.022
C -2.40 0.11 1.70 -0.028
N -1.75 -0.54 0.73 0.124
C -2.14 -1.77 0.32 0.380
C -1.30 -2.32 -0.78 -0.325
O 1.19 -1.33 -0.87 -0.670
H -4.08 -5.75 0.51 0.342
H -4.76 -2.16 2.39 0.529
H -4.00 0.08 3.12 0.412
H -2.02 1.09 1.96 0.330
S 0.71 3.45 -0.62 0.011
C 0.04 2.15 -0.15 0.165
```

Values from the calculation:
Total energy in eV: -119215.137
Largest force on an atom in eV/A: 3.24
Energy relative to the best compared isomer or geometry (same formula, charge and spin) in kJ/mol: 0.0
Spin multiplicity: 2
Expectation value of S²: 0.778